# 1
{"formula": "C30H43BrN2P2SSn", "method": "wB97M-V/def2-TZVPD", "de_lowest_kj_mol": 132.89, "total_charge": 2, "gap_ha": 0.1296, "species": ["C", "C", "C", "C", "H", "H", "C", "C", "C", "H", "H", "C", "C", "C", "C", "C", "H", "C", "H", "H", "H", "H", "Br", "H", "S", "C", "H", "H", "H", "H", "H", "H", "H", "N", "H", "H", "C", "C", "C", "H", "N", "C", "Sn", "C", "H", "H", "H", "H", "H", "H", "H", "H", "C", "H", "P", "C", "C", "H", "H", "H", "H", "C", "H", "C", "H", "C", "H", "H", "H", "H", "C", "P", "H", "C", "C", "H", "H", "H", "C", "C"], "positions_angstrom": [[-1.514, 1.851, -1.316], [-0.243, -0.102, 5.628], [2.886, -1.518, -3.126], [-0.711, -3.442, -3.719], [-3.512, 1.470, -2.055], [3.632, -2.307, -2.971], [2.347, -2.759, -0.508], [3.163, -0.020, -0.702], [0.053, 2.884, -2.841], [4.543, -0.142, -3.498], [0.602, 2.159, -0.845], [4.618, -0.472, -0.563], [-0.656, 3.510, -5.101], [-0.528, 6.966, -6.319], [-1.031, 3.108, -3.730], [1.110, -0.083, 5.259], [5.061, -0.805, -1.514], [-0.735, 8.029, -7.212], [2.516, 0.241, 3.603], [-0.187, -2.657, -4.286], [-0.535, -0.290, 6.664], [2.716, 0.219, 0.279], [-1.900, 0.832, 0.200], [3.482, -0.424, -4.873], [0.974, 1.731, 1.829], [-2.934, -1.485, -6.190], [-1.151, 4.492, -8.542], [-3.435, -0.943, -4.134], [-3.051, 2.424, -4.310], [-2.051, -1.729, -6.800], [1.357, -3.237, -0.466], [-0.503, -3.299, -2.648], [-5.263, -2.888, -2.230], [-1.086, 7.850, -8.490], [2.106, -1.959, -3.769], [-2.269, -0.018, 4.834], [-0.272, -4.832, -4.176], [-1.030, 5.482, -8.122], [-0.621, 4.451, -5.903], [2.566, -2.410, 0.511], [-0.855, 0.530, 3.421], [-3.047, -2.872, -2.188], [-0.275, 1.112, -4.553], [0.495, 0.773, 3.105], [-0.447, -5.594, -3.409], [3.106, 0.902, -1.299], [0.801, -4.838, -4.392], [4.368, -3.327, -1.172], [2.958, 0.648, -3.565], [3.517, -4.513, -0.186], [-1.571, 0.764, 2.712], [-0.625, 9.071, -6.888], [-1.220, 6.609, -8.936], [1.870, -0.363, 5.965], [2.014, -1.217, -1.509], [-2.544, 1.882, -2.271], [-0.710, 5.629, -6.760], [-3.736, -2.187, -6.463], [5.224, 0.377, -0.213], [3.064, -4.311, -1.875], [4.735, -1.281, 0.174], [3.383, -3.766, -0.976], [-1.500, 6.485, -9.980], [-2.282, 2.437, -3.528], [-3.000, -1.790, -1.995], [1.489, 0.256, 3.970], [-1.660, -0.966, -4.477], [-4.530, -3.453, -0.730], [-3.259, -0.488, -6.512], [-0.249, 7.188, -5.297], [3.494, -0.284, -3.787], [-2.511, -3.138, -3.954], [-4.578, -4.487, -2.145], [-0.213, 2.285, -1.599], [-1.204, 0.109, 4.672], [1.021, 3.346, -3.012], [-2.269, -3.374, -1.588], [-0.776, -5.166, -5.085], [-2.637, -1.463, -4.691], [-4.419, -3.456, -1.819]], "lowdin_charge": [-0.6224, -0.0593, -0.4370, -0.4378, 0.1216, 0.0654, -0.4124, -0.4546, -0.1601, 0.0773, 0.0813, -0.1353, -0.1278, 0.0128, -0.4464, -0.0352, 0.0604, -0.0919, 0.1077, 0.0501, 0.1205, 0.0121, 0.8898, 0.0734, 0.5889, -0.1654, 0.1174, 0.0770, 0.1497, 0.0786, 0.0552, 0.0532, 0.0688, 0.0964, 0.0449, 0.1310, -0.1576, 0.0009, 0.1606, 0.0779, 0.0397, -0.4184, 1.5742, -0.7792, 0.0786, 0.0535, 0.0674, 0.0651, 0.0298, 0.0828, 0.0593, 0.1285, -0.0987, 0.1160, 0.9382, -0.0749, -0.1944, 0.0816, 0.0825, 0.0742, 0.0751, -0.1538, 0.1249, -0.0903, 0.0514, -0.1045, -0.0724, 0.0708, 0.0630, 0.1173, -0.1680, 0.9946, 0.0701, -0.0716, -0.0664, 0.1483, 0.0706, 0.0644, -0.4988, -0.1600]}

***

# 2
{"formula": "C30H43BrN2P2SSn", "method": "wB97M-V/def2-TZVPD", "total_charge": 4, "gap_ha": [0.1360, 0.1603], "species": ["H", "H", "H", "H", "C", "H", "C", "H", "H", "H", "H", "H", "C", "C", "C", "H", "N", "H", "C", "H", "Br", "C", "P", "C", "H", "H", "C", "H", "C", "H", "C", "H", "C", "C", "C", "C", "C", "C", "H", "C", "C", "H", "C", "H", "C", "C", "H", "C", "H", "H", "H", "H", "H", "H", "H", "C", "H", "C", "H", "H", "H", "S", "C", "H", "H", "Sn", "C", "H", "C", "C", "P", "H", "H", "H", "H", "C", "N", "H", "H", "H"], "positions_angstrom": [[4.411, -2.093, -0.809], [-5.131, -4.198, -1.637], [3.559, 1.169, -2.143], [1.458, -1.032, -2.680], [2.347, -2.199, -0.075], [-0.753, -1.244, 7.108], [3.189, 0.266, -2.638], [3.221, -2.641, -2.039], [2.639, -2.257, 0.985], [-2.048, -3.836, -4.407], [4.951, 4.667, -1.446], [0.484, 0.954, 6.917], [-1.709, 3.443, 0.664], [0.649, 0.811, 4.770], [3.486, -2.662, -0.974], [2.889, 5.086, -0.097], [3.915, 3.933, -3.092], [-4.656, 1.813, 0.009], [-0.456, -0.808, 6.162], [3.711, -3.705, -0.720], [-4.576, -2.873, 2.157], [-3.306, -1.095, -4.126], [1.624, -0.510, -0.330], [2.815, 4.657, -1.089], [-2.621, -4.397, -1.629], [0.575, 3.609, -3.430], [0.240, 0.371, 6.031], [-0.360, -4.329, -4.456], [1.527, 3.850, -2.958], [4.814, 0.994, 1.165], [1.825, -0.157, -2.126], [3.102, 0.522, -3.699], [-3.795, 2.254, 0.531], [-1.598, 3.209, 2.056], [2.731, 3.668, -3.652], [-0.556, 3.620, -0.123], [-1.162, -3.997, -3.787], [-3.393, 1.743, 1.768], [-2.405, -1.264, -4.723], [0.455, 3.926, -0.773], [-2.354, 2.165, 2.584], [0.152, -2.916, -2.445], [3.967, 4.432, -1.855], [2.690, 1.635, 0.002], [1.580, 4.215, -1.597], [-4.495, -3.456, -2.136], [3.942, -0.527, -2.569], [-3.143, -3.452, -1.432], [-0.855, 3.730, 2.645], [1.196, 1.746, 4.633], [0.491, 0.369, 2.603], [-1.359, -4.828, -3.106], [4.432, -0.723, 1.031], [1.099, 0.649, -2.314], [1.479, -2.871, -0.190], [-0.564, -1.014, 3.782], [-3.826, -0.236, -4.569], [2.813, 0.654, 0.492], [4.768, 0.265, -0.436], [-2.379, 0.116, -2.593], [-1.304, -2.405, 5.114], [-1.260, -1.781, 2.424], [4.284, 0.254, 0.551], [-0.489, -1.932, -3.738], [-3.149, 3.806, -0.924], [-3.498, -0.491, 1.766], [-0.755, -2.737, -3.044], [2.423, 0.769, 1.519], [-2.938, 3.232, -0.013], [0.252, 0.109, 3.633], [-1.915, -2.090, -1.805], [2.689, 3.291, -4.684], [-3.304, -3.387, -0.336], [-3.897, -0.659, -2.081], [-4.424, -3.754, -3.192], [-2.973, -0.814, -2.667], [-0.794, -1.514, 5.040], [-5.031, -2.500, -2.077], [-2.108, 1.653, 3.512], [-3.975, -1.953, -4.250]], "lowdin_charge": [0.0705, 0.0997, 0.0475, 0.0569, -0.4056, 0.1615, -0.1363, 0.0752, 0.0849, 0.0839, 0.1661, 0.1459, -0.2003, 0.0143, -0.1249, 0.1494, 0.3111, 0.1260, 0.0309, 0.0981, 0.2054, -0.1162, 1.0121, 0.0585, 0.0787, 0.1490, 0.0138, 0.1027, 0.0480, 0.0912, -0.4138, 0.0845, -0.0938, 0.0395, -0.0170, 0.0945, -0.1060, -0.3159, 0.0763, 0.0984, -0.1135, 0.0566, 0.0008, 0.0593, -0.1873, -0.1181, 0.0764, -0.3825, 0.1439, 0.1398, 0.0824, 0.0768, 0.0800, 0.0581, 0.0611, -0.7015, 0.0992, -0.4025, 0.0703, 0.0670, 0.1840, 0.5715, -0.1246, 0.0824, 0.1553, 1.0771, -0.4153, 0.0506, 0.0449, -0.0887, 1.0831, 0.1679, -0.0043, 0.0676, 0.0843, -0.4049, 0.1075, 0.0720, 0.1085, 0.0703]}

***

# 3
{"formula": "C30H43Cl3CuN5O3Si", "method": "wB97M-V/def2-TZVPD", "de_lowest_kj_mol": 13.92, "total_charge": -1, "s2": 0.754, "spin_multiplicity": 2, "gap_ha": [0.1667, 0.1666], "species": ["H", "C", "H", "C", "H", "C", "C", "C", "C", "H", "C", "C", "Si", "H", "H", "H", "H", "Cu", "C", "H", "N", "C", "H", "H", "H", "H", "N", "C", "C", "N", "C", "C", "N", "H", "H", "H", "C", "H", "Cl", "H", "H", "C", "C", "H", "C", "C", "H", "C", "H", "H", "O", "C", "Cl", "C", "Cl", "H", "H", "H", "H", "C", "H", "O", "C", "H", "H", "H", "C", "H", "H", "H", "C", "H", "H", "H", "H", "H", "C", "H", "C", "C", "O", "C", "H", "N", "H", "H"], "positions_angstrom": [[4.925, -2.434, 2.101], [3.447, -3.930, -4.961], [-4.189, 4.347, 7.045], [-4.044, 0.595, 3.775], [2.316, 1.807, 1.687], [1.103, 1.942, -3.169], [1.826, -3.320, -3.191], [4.208, -2.360, 1.274], [3.090, -3.610, -3.540], [-3.284, 1.483, -4.871], [0.812, -0.236, 2.055], [-4.185, -1.406, -4.243], [-3.585, -0.126, -3.034], [0.185, -2.975, -4.482], [3.258, -4.977, -5.256], [-0.389, 5.004, 5.120], [-4.712, 2.514, 5.452], [-2.372, -0.434, 0.150], [-4.938, 0.055, -1.726], [4.504, -3.708, -5.149], [-2.931, 0.183, 1.890], [2.687, 2.118, -1.353], [0.340, -1.200, 2.351], [3.209, -1.391, 3.678], [1.483, -1.469, 4.128], [-3.722, 2.280, -3.334], [1.941, 0.034, 2.767], [-3.945, -0.260, 2.713], [-2.833, 2.720, 4.395], [-3.085, 1.603, 3.573], [-1.623, 3.426, 4.259], [3.292, 0.775, -3.350], [-1.642, 6.574, 7.970], [1.249, 2.903, -3.704], [0.812, 1.163, -3.883], [0.504, -2.539, -1.723], [4.228, -1.262, 0.407], [2.866, -3.278, -5.639], [-2.526, 1.706, -0.582], [3.164, -4.192, 1.791], [3.705, 1.820, -1.012], [-3.468, 4.079, 6.275], [-1.914, 5.759, 7.169], [-5.278, -1.274, -4.326], [-2.410, 1.298, 2.430], [-1.327, 4.447, 5.173], [-4.691, -0.481, -0.794], [2.768, 1.193, 2.471], [-4.502, -1.148, 2.476], [2.796, -0.160, -3.664], [0.334, 0.487, 1.180], [1.494, -2.254, -2.139], [-1.467, -2.400, 0.775], [2.316, -0.791, 3.902], [-1.936, -1.117, -1.951], [-1.642, 1.936, 2.014], [0.336, 2.066, -2.391], [-3.981, -2.431, -3.894], [-0.149, -4.190, -3.215], [-3.095, 1.495, -3.787], [-3.733, -1.299, -5.242], [1.975, 2.895, -0.715], [-3.765, 3.050, 5.381], [4.964, -0.463, 0.543], [-5.889, -0.356, -2.106], [-2.041, 1.746, -3.614], [3.297, -1.181, -0.640], [2.905, 1.784, 3.386], [4.171, 0.535, -2.734], [3.201, -0.279, -1.247], [0.616, -3.818, -3.919], [2.530, -0.158, 4.773], [3.913, -3.609, -2.810], [3.767, 0.869, 2.147], [-4.665, 0.566, 4.653], [3.611, 1.331, -4.247], [2.337, -3.276, 0.027], [0.877, -4.625, -4.615], [-2.245, 4.755, 6.189], [2.425, -2.237, -0.902], [1.278, -1.138, -2.833], [3.233, -3.350, 1.097], [-0.917, 3.167, 3.469], [2.346, 1.539, -2.542], [1.548, -4.027, -0.102], [-5.072, 1.119, -1.483]], "lowdin_spin": [0.0000, 0.0000, 0.0000, 0.0025, 0.0000, 0.0000, 0.0000, 0.0000, 0.0000, -0.0001, -0.0002, 0.0018, 0.0035, 0.0001, 0.0000, 0.0000, 0.0001, 0.6469, -0.0017, 0.0000, 0.0570, 0.0000, 0.0002, 0.0000, 0.0000, 0.0006, 0.0000, 0.0038, 0.0004, 0.0000, -0.0002, 0.0000, -0.0001, 0.0000, 0.0000, 0.0001, 0.0001, 0.0000, 0.1047, 0.0000, 0.0000, 0.0001, 0.0000, 0.0003, -0.0018, 0.0000, -0.0013, 0.0000, 0.0000, 0.0000, -0.0004, 0.0000, 0.1138, 0.0000, 0.0657, -0.0004, 0.0002, 0.0002, 0.0000, 0.0011, 0.0000, 0.0000, 0.0000, 0.0000, -0.0001, 0.0003, 0.0000, 0.0000, 0.0000, 0.0000, 0.0001, 0.0000, 0.0000, 0.0000, 0.0005, 0.0000, 0.0005, 0.0000, -0.0001, 0.0001, 0.0010, 0.0001, 0.0000, 0.0000, 0.0005, 0.0000]}